C5H9NO | ωB97M-V with the def2-TZVPD basis set

The geometry in XYZ format:
```
16
Properties=species:S:1:pos:R:3:forces:R:3:nbo_charge:R:1
C 0.499392 1.700730 0.769557 -0.20 0.88 -0.63 -0.61
C -0.819676 1.023875 0.257930 0.70 0.44 0.68 -0.31
C -0.575316 0.270394 -1.063430 -0.20 0.26 -0.06 -0.20
N -0.268473 -0.877070 -0.248740 0.34 -0.22 -0.01 -0.44
C 0.523687 -2.023330 -0.585488 0.27 -1.31 1.13 -0.44
C -0.582846 -0.267378 0.977764 -0.60 -1.01 -0.45 0.70
O -0.545065 -0.555689 2.151587 0.12 -0.52 -0.91 -0.60
H 1.384764 1.035919 0.871206 -0.86 -0.03 -0.39 0.22
H 0.415874 2.174181 1.753038 -0.36 0.03 -0.34 0.23
H 0.714472 2.409318 -0.013136 0.58 0.79 0.12 0.21
H -1.779523 1.552264 0.353169 0.66 0.11 0.28 0.23
H -1.465525 0.106729 -1.682404 0.08 0.21 0.04 0.19
H 0.251863 0.617164 -1.700754 -0.12 0.02 0.28 0.18
H 1.313778 -2.068171 0.155514 0.25 -0.36 0.27 0.21
H -0.111039 -2.887661 -0.457553 0.01 -0.62 0.12 0.20
H 1.043632 -2.211276 -1.538260 -0.66 1.31 -0.13 0.22
```
Positions in Å, forces in eV/Å.

Results
Gap between HOMO and LUMO, eV: 10.1
Spin multiplicity: 1
ΔE to the lowest compared entry with this formula, charge and spin, eV: 1.922


ClH3N2O2S | ωB97M-V with the def2-TZVPD basis set

The geometry in XYZ format:
```
9
Properties=species:S:1:pos:R:3:forces:R:3:nbo_charge:R:1
N 0.119545 -0.743687 1.155661 0.78 1.21 1.16 -0.26
N 1.146584 -0.051219 1.156812 0.48 -0.29 0.54 -0.27
O -0.470320 1.519611 -0.396046 0.18 0.08 -0.07 -0.97
O -0.923150 0.935954 -2.718342 0.47 0.22 0.15 -0.85
S 0.036645 0.984124 -1.652731 -0.96 0.01 -0.49 1.67
Cl -0.279818 -1.513894 -0.964726 -0.31 -0.87 -0.95 -0.56
H -0.823371 -0.345755 1.079455 0.14 -0.11 -0.31 0.43
H 0.231108 -1.691965 1.518686 -0.27 0.12 -0.33 0.43
H 0.962776 0.906830 0.821232 -0.51 -0.37 0.28 0.37
```
Positions in Å, forces in eV/Å.

Results
Gap between HOMO and LUMO (spin up / spin down), eV: 8.6 / 8.6
Spin multiplicity: 1
ΔE to the lowest compared entry with this formula, charge and spin, eV: 0.916


C3H10N2O | ωB97M-V with the def2-TZVPD basis set

The geometry in XYZ format:
```
16
Properties=species:S:1:pos:R:3:forces:R:3:nbo_charge:R:1
C -3.741639 2.206831 -0.549850 -2.52 0.89 1.56 -0.06
O -2.693447 1.324552 -0.137390 4.50 2.72 -1.63 -0.69
C -3.947509 2.757335 -1.962874 0.46 -0.40 -0.11 -0.65
H -4.765917 1.713575 -0.237030 2.25 0.62 -0.12 0.17
H -3.653804 3.235591 -0.033575 -0.27 -1.83 0.23 0.15
H -4.999697 3.110453 -2.131456 1.16 0.65 0.87 0.23
H -3.099831 3.448980 -1.964260 -0.71 0.73 -1.16 0.20
H -3.887226 2.122859 -2.821459 0.67 -1.09 -0.30 0.21
N 3.879624 -2.826992 0.869091 -0.42 -0.66 2.04 -0.83
C 4.470384 -3.350755 2.057196 2.74 0.78 -2.60 0.28
N 5.595335 -3.984738 1.856044 -2.47 0.67 5.18 -0.74
H 4.750161 -2.886097 0.400089 -0.12 0.98 -2.31 0.38
H 3.371513 -1.952361 0.929604 0.36 -0.03 -0.11 0.38
H 4.148863 -2.860572 2.997328 -0.13 -1.59 -0.09 0.19
H -1.558192 1.859369 -0.315646 -5.55 -2.29 0.66 0.44
H 6.131384 -3.918031 1.044188 0.04 -0.15 -2.11 0.34
```
Positions in Å, forces in eV/Å.

Results
Gap between HOMO and LUMO, eV: 9.9
Spin multiplicity: 1
ΔE to the lowest compared entry with this formula, charge and spin, eV: 4.756


C13H24Br3FNO3S2 | ωB97M-V with the def2-TZVPD basis set

The geometry in XYZ format:
```
47
Properties=species:S:1:pos:R:3:forces:R:3:nbo_charge:R:1
C 0.401245 -2.458161 2.097747 1.03 -0.56 0.59 -0.63
C 0.741071 -0.821258 2.171380 -1.50 -2.57 1.71 0.11
C 1.339038 -0.596617 3.708775 -1.22 0.10 0.46 -0.64
C -0.683714 -0.040990 2.084619 -0.72 1.27 0.37 -0.48
C -0.917489 0.913706 0.780410 1.18 -0.26 -0.53 -0.13
C -1.841132 0.252130 -0.412904 -1.60 -0.04 0.71 -0.44
C -1.345302 -1.219936 -0.932203 -0.31 0.44 -0.90 -0.44
C 0.035872 -1.180013 -1.856469 -0.75 -0.72 0.67 -0.53
S -0.205294 -2.444436 -3.268767 0.02 0.02 0.42 -0.09
S -1.934215 2.403651 1.416553 -6.28 1.82 -3.15 2.13
O -3.296444 1.893118 1.975162 5.70 1.66 -0.79 -0.84
O -2.193791 3.337928 0.207212 1.94 -2.92 4.48 -0.86
F -1.018420 3.306180 2.567707 -1.37 -1.96 -1.79 -0.49
C 0.435601 1.564234 0.126107 0.01 0.61 0.31 -0.47
C 1.829582 0.881906 0.650672 1.36 1.99 -2.46 0.11
C 2.513744 1.898819 1.738738 -0.08 0.44 0.64 -0.66
C 2.855254 0.891779 -0.672174 0.45 0.00 0.30 -0.62
N 1.731120 -0.559266 1.074464 2.16 1.23 2.97 -0.08
O 2.955676 -1.024784 1.472077 -2.97 0.78 -1.60 -0.31
H -0.718453 -2.703602 2.331097 2.11 0.59 -0.63 0.22
H 1.036847 -3.007381 2.945842 -1.35 1.19 -1.93 0.23
H 0.761678 -2.927391 1.073559 -0.96 1.08 2.05 0.23
H 2.240221 -1.296666 3.966989 -1.61 1.61 -0.82 0.25
H 0.448748 -0.934343 4.428925 1.84 0.68 -1.57 0.22
H 1.522569 0.543805 3.966649 -0.11 -2.47 -0.67 0.23
H -0.744877 0.672545 3.039983 0.20 -1.53 -2.04 0.25
H -1.644486 -0.737678 2.172772 2.34 1.32 -0.24 0.26
H -2.921898 0.090197 0.065254 2.29 0.31 -0.99 0.25
H -2.019207 1.023497 -1.303703 0.77 -1.67 1.96 0.25
H -1.304578 -1.997374 -0.058625 0.22 1.57 -1.60 0.23
H -2.194355 -1.613153 -1.673902 1.76 1.03 1.70 0.25
H 0.994936 -1.513585 -1.274180 -1.91 1.05 -1.02 0.24
H 0.158946 -0.138350 -2.413324 -0.21 -2.39 1.20 0.24
H -0.795617 -3.599426 -2.731059 0.64 1.45 0.16 0.14
H 0.496593 2.717489 0.428646 -0.08 -2.55 -0.69 0.26
H 0.360900 1.566425 -1.059020 0.05 -0.24 2.71 0.25
H 1.713162 2.212614 2.563877 1.82 -0.74 -1.65 0.22
H 3.501756 1.457044 2.240953 -2.38 0.75 -1.12 0.25
H 2.834203 2.911571 1.206171 -0.81 -2.27 0.88 0.23
H 2.496133 1.648081 -1.506627 0.70 -1.48 1.86 0.22
H 3.923192 1.229863 -0.282963 -2.22 -0.86 -1.03 0.23
H 2.933405 -0.183781 -1.148670 -0.15 2.23 1.03 0.24
C -3.008270 -0.474572 -6.428955 -0.17 -0.04 -0.10 -0.49
Br -3.151077 -0.014723 -4.544203 0.06 -0.07 -0.43 0.08
Br -1.877352 0.778400 -7.396073 -0.25 -0.33 0.29 0.09
Br -2.431935 -2.314967 -6.683380 -0.11 0.49 0.07 0.09
H -4.013586 -0.392528 -6.855141 0.47 -0.03 0.21 0.23
```
Positions in Å, forces in eV/Å.

Results
Gap between HOMO and LUMO (spin up / spin down), eV: 8.5 / 8.1
⟨S²⟩: 0.754
Spin multiplicity: 2


C21H31Cl5P2V | ωB97M-V with the def2-TZVPD basis set

The geometry in XYZ format:
```
60
Properties=species:S:1:pos:R:3:forces:R:3:nbo_charge:R:1
P 1.777880 0.893886 -1.424873 1.24 4.36 -0.28 0.86
P -1.506146 1.177896 -1.269361 -1.57 3.92 -1.37 1.03
C 0.815082 1.847869 -2.710385 0.44 0.03 -0.75 -0.71
C -0.439591 2.484133 -2.036542 0.30 -0.33 -1.00 -0.73
H 0.530624 1.105353 -3.493660 -0.05 0.78 0.22 0.21
H 1.460038 2.661449 -3.151134 -0.67 -1.01 0.12 0.23
H -0.175348 3.193352 -1.223579 -0.10 -0.40 -0.57 0.24
H -1.033771 3.006020 -2.812887 0.41 0.06 0.33 0.23
C -2.241385 0.306580 -2.651521 -0.44 0.40 -0.58 -0.98
H -2.679800 -0.615665 -2.274413 -0.09 -0.13 -0.21 0.24
H -1.506751 0.111309 -3.430218 -0.09 -0.17 -0.10 0.23
H -3.015921 0.991396 -3.012091 -0.08 -0.53 -0.49 0.24
C -2.905637 2.324666 -0.905828 -0.39 0.27 -0.54 -0.93
H -3.112300 2.962888 -1.773744 -0.07 0.00 0.08 0.21
H -2.750713 2.966112 -0.028362 0.22 -0.31 -0.15 0.24
H -3.797274 1.716992 -0.713599 0.09 0.12 0.04 0.23
C 3.263472 0.055376 -2.012796 0.52 0.76 -0.90 -0.95
H 3.821448 -0.276296 -1.117204 -0.30 0.16 -0.54 0.29
H 3.801795 0.852131 -2.567440 0.26 -1.11 -0.22 0.24
H 2.935553 -0.822432 -2.610586 0.84 0.43 -0.10 0.21
C 2.637117 2.576385 -0.944518 0.07 -0.34 0.73 -0.87
H 1.953210 3.335760 -0.516659 0.21 -0.75 -0.15 0.24
H 3.053654 3.054357 -1.845003 -0.15 -0.62 -0.04 0.22
H 3.484366 2.444662 -0.253909 -0.40 -0.10 -0.03 0.23
V 1.059301 -1.301906 -1.230401 -0.45 -3.48 3.40 0.88
C -2.429041 0.897897 1.740516 -1.80 1.00 0.99 -0.22
C -1.925831 0.275218 0.661707 1.83 -1.50 1.20 -0.34
C -0.390647 -0.093484 0.558381 0.73 -2.60 1.23 -0.41
C 0.716957 0.487358 1.532575 0.84 0.29 0.70 -0.48
C 0.868743 1.999676 1.680853 0.63 -1.17 -1.85 -0.19
C -0.129161 2.845640 1.772112 0.22 1.08 -0.38 -0.18
C -1.087375 2.736700 2.871173 -0.57 -0.94 0.61 -0.44
C -1.771905 1.343972 2.997562 0.12 1.29 0.79 -0.44
C 2.336336 -1.847362 0.494430 -0.02 0.05 0.39 -1.13
H -3.505818 1.227209 1.836287 0.86 -1.15 -0.84 0.20
H -2.654499 -0.440115 0.219479 0.71 0.58 -0.51 0.24
H -0.013660 -0.092696 -0.610451 -1.53 1.01 3.36 0.10
H -0.402292 -1.152040 0.793671 0.47 0.16 0.26 0.29
H 0.637374 -0.028161 2.515961 0.18 -0.06 -0.76 0.24
H 1.742492 0.317178 1.101232 -1.37 -0.98 0.53 0.27
H 1.836088 2.375098 1.347889 -0.41 -0.14 -0.56 0.18
H -0.103703 3.706588 1.112349 0.31 0.96 0.86 0.19
H -1.821589 3.528635 2.784286 -0.25 0.13 0.39 0.21
H -0.405981 2.856235 3.749615 -1.14 0.39 -0.22 0.22
H -1.052168 0.620657 3.372281 0.01 -0.04 0.03 0.21
H -2.547979 1.489755 3.795889 0.59 -0.47 -0.69 0.22
H 1.721705 -2.033564 1.409287 0.47 0.33 -0.69 0.20
H 3.276836 -1.447883 0.851267 0.40 1.16 0.13 0.18
H 2.711460 -2.803902 0.162605 -0.13 -0.02 0.46 0.18
Cl 2.242382 -3.968452 -1.534724 -1.01 -0.76 -0.90 0.00
C 0.924159 -4.322709 -0.347854 -1.03 -0.99 0.30 -0.05
C 0.145906 -3.312671 0.148987 0.57 1.56 -1.09 -0.35
C -0.712909 -3.572748 1.211818 0.67 -1.90 0.20 -0.08
Cl -1.295213 -2.381281 2.381065 -0.30 -0.28 -0.44 0.00
C -0.947660 -4.913992 1.586031 1.36 0.50 -0.19 -0.09
Cl -2.007432 -5.258794 2.846653 -0.86 -0.38 0.90 0.06
C -0.239880 -5.982775 0.991214 -0.40 1.58 -1.12 -0.12
Cl -0.823379 -7.562966 1.221365 0.17 -0.70 0.13 0.05
C 0.674818 -5.679082 -0.036721 -0.90 0.78 0.11 -0.09
Cl 1.003962 -6.865414 -1.208077 0.80 -0.81 -0.23 0.05
```
Positions in Å, forces in eV/Å.

Results
Gap between HOMO and LUMO (spin up / spin down), eV: 6.1 / 6.0
⟨S²⟩: 3.793
Spin multiplicity: 4
ΔE to the lowest compared entry with this formula, charge and spin, eV: 1.990


C2H3N3O | ωB97M-V with the def2-TZVPD basis set

The geometry in XYZ format:
```
9
Properties=species:S:1:pos:R:3:forces:R:3:nbo_charge:R:1
C 0.593990 0.140236 0.120606 0.15 -2.88 -1.41 0.63
C -1.373311 0.515346 0.043307 -4.14 2.78 -2.75 0.15
H 2.328647 -0.769367 -0.136029 2.72 -4.24 0.71 0.40
H 2.179633 1.042336 0.323282 0.69 -3.93 -2.04 0.41
H -2.408442 0.987666 -0.201719 2.24 -0.54 0.86 0.21
N 1.871758 0.029876 -0.161853 0.27 10.15 2.08 -0.78
N -0.185043 1.119743 0.000781 0.43 3.68 1.60 -0.55
N -1.287435 -0.718968 -0.133701 -3.81 -3.69 1.38 -0.18
O -0.027359 -1.026085 0.136800 1.46 -1.33 -0.43 -0.29
```
Positions in Å, forces in eV/Å.

Results
Gap between HOMO and LUMO, eV: 10.2
Spin multiplicity: 1
ΔE to the lowest compared entry with this formula, charge and spin, eV: 2.971


Number 1: strongest force on any atom 1.7 eV/Å, electronic energy -325.86692 a.u.. Number 2: strongest force on any atom 1.9 eV/Å, electronic energy -1120.07895 a.u.. Number 3: strongest force on any atom 6.0 eV/Å, electronic energy -304.89986 a.u.. Number 4: strongest force on any atom 7.3 eV/Å, electronic energy -9408.14852 a.u.. Number 5: strongest force on any atom 4.9 eV/Å, electronic energy -4745.96243 a.u.. Number 6: strongest force on any atom 10.4 eV/Å, electronic energy -317.42313 a.u..